A molecular structure, C3H11N3O at a distorted geometry. Source: the Open Molecules 2025 dataset; level of theory: wB97M-V/def2-TZVPD.

The geometry in XYZ format:
```
18
Properties=species:S:1:pos:R:3:forces:R:3
C 1.66880 0.17391 1.83132 0.1 -0.1 -0.2
C 0.88043 -0.30674 0.63420 -0.9 1.2 -0.2
N 1.36661 1.70919 -0.74389 0.0 0.3 0.1
C 0.71041 0.46681 -0.49158 1.3 -0.8 0.2
O 0.13995 -1.38005 0.84926 -1.7 -0.1 -0.6
H -0.97959 -1.18080 0.32158 1.6 -0.4 0.4
H 2.19405 1.61912 -1.32269 0.0 0.0 0.1
H 1.60577 2.22212 0.09383 0.0 -0.1 0.0
H 0.42272 -0.04749 -1.40363 -0.4 0.1 0.0
H 1.84080 -0.67309 2.49216 0.1 0.0 0.0
H 2.61912 0.62039 1.53338 0.0 0.0 0.0
H 1.11220 0.93070 2.39059 0.0 -0.1 0.0
N -1.96346 -0.56622 -0.36696 1.2 1.1 0.1
N -2.17672 -1.06592 -1.68375 0.0 0.0 0.0
H -2.77202 -0.44185 -2.22312 0.0 -0.2 0.2
H -2.59763 -1.99001 -1.63393 0.1 0.3 0.0
H -2.81626 -0.36736 0.15536 0.2 0.2 -0.1
H -1.25519 0.27728 -0.43213 -1.5 -1.3 0.1
```
Positions in Å, forces in eV/Å.

- charge = 0
- max |F| (Eh/bohr) = 0.038
- spin multiplicity = 1
- electronic energy (eV) = -9804.7093
- ΔE to the lowest compared entry with this formula, charge and spin (kJ/mol) = 317.63
- HOMO (hartree) = -0.259
- LUMO (eV) = 0.757
- gap between HOMO and LUMO (hartree) = 0.286

These are the Löwdin partial charges, in e, on atoms 1 to 2: C -0.04; C -0.46

2 unconnected molecules or ions with the total composition C3H11N3O. Source: the Open Molecules 2025 dataset; level of theory: wB97M-V/def2-TZVPD.

The geometry in XYZ format:
```
18
Properties=species:S:1:pos:R:3:forces:R:3
C -1.14924 1.08222 1.48809 0.3 -0.2 -0.4
N -1.02986 -0.02341 0.71587 -0.1 0.2 0.3
C -2.18470 -0.87492 0.51678 0.1 -0.1 -0.2
O -2.18530 1.49565 1.95352 -0.3 0.1 0.2
H -0.19000 1.61018 1.61213 0.1 0.0 0.1
H -0.09190 -0.35298 0.51550 0.0 -0.1 0.0
H -2.37720 -1.51675 1.37828 0.0 0.0 0.0
H -2.03092 -1.49987 -0.36114 0.0 0.0 0.0
H -3.05531 -0.24758 0.35041 -0.1 0.0 0.0
N 2.45525 -0.00371 -2.50559 0.1 -0.4 0.0
C 1.54442 -0.64430 -1.57964 0.0 0.1 0.1
N 1.89039 -0.64911 -0.14869 0.0 -0.2 -0.3
H 2.51044 0.99028 -2.35060 0.0 0.2 0.0
H 3.38800 -0.39936 -2.43645 -0.1 0.1 -0.1
H 0.57259 -0.15860 -1.68602 0.0 0.0 0.0
H 1.42347 -1.68398 -1.87976 0.0 0.0 0.0
H 2.62934 -1.32482 0.01876 -0.1 0.1 0.1
H 2.25209 0.25558 0.12686 0.0 0.1 0.0
```
Positions in Å, forces in eV/Å.

- charge = 0
- max |F| (Eh/bohr) = 0.011
- spin multiplicity = 1
- electronic energy (eV) = -9807.3704
- ΔE to the lowest compared entry with this formula, charge and spin (kJ/mol) = 60.86
- HOMO (hartree) = -0.348
- LUMO (eV) = 0.700
- gap between HOMO and LUMO (hartree) = 0.373

These are the Löwdin partial charges, in e, on atoms 1 to 2: C -0.40; N -0.03

Q: What is the formula in the first record?
A: C3H11N3O